# 1
DFT (the ωB97M-V functional and the def2-TZVPD basis) results for the molecule C3H4F2O at a distorted geometry.

For the largest force on an atom, the calculation gives 3.5 eV/A. As for the LUMO energy: 0.64 eV. The value obtained for the electronic energy is -391.63943 hartree. The SMILES is O=C[C@H](F)CF. The relative energy (zero: lowest compared OMol25 entry of this formula, charge and spin) is 0.9078 eV.

Geometry as ORCA input:
```
! RIJCOSX wB97M-V def2-TZVPD def2/J DEFGRID3
* xyz 0 1
O -2.043 -0.943 0.128
C -1.514 0.065 -0.152
C -0.047 0.341 0.349
F 0.156 1.672 -0.076
C 0.854 -0.651 -0.280
F 2.222 -0.543 0.105
H -1.922 0.741 -0.893
H -0.224 0.423 1.445
H 0.858 -0.680 -1.335
H 0.468 -1.632 -0.006
*
```

Atom charges from the Löwdin analysis, given in e for atoms 1 to 5:
1. O 0.10
2. C -0.21
3. C -0.24
4. F -0.04
5. C -0.12

=====

# 2
DFT (the ωB97M-V functional and the def2-TZVPD basis) results for the ion C7H11O2S2 with charge -1 at a distorted geometry.

For the largest force on an atom, the calculation gives 4.5 eV/A. As for the LUMO energy: 3.20 eV. The value obtained for the electronic energy is -1220.17108 hartree. The relative energy (zero: lowest compared OMol25 entry of this formula, charge and spin) is 0.8330 eV.

Geometry as ORCA input:
```
! RIJCOSX wB97M-V def2-TZVPD def2/J DEFGRID3
* xyz -1 1
C -0.876 1.375 0.485
C 0.196 1.959 -0.011
C -0.965 -0.044 0.747
C 0.172 -0.805 -0.104
C 0.353 3.422 -0.332
C 1.935 -2.611 -0.438
C 0.885 -2.023 0.470
O -3.636 0.149 0.821
O -2.497 -0.426 -1.329
S 1.365 0.604 -0.389
S -2.647 -0.703 0.115
H -1.895 1.959 0.755
H -1.114 -0.381 1.811
H -0.477 -0.948 -1.037
H -0.605 3.980 -0.289
H 0.468 3.416 -1.416
H 1.236 3.852 0.048
H 2.505 -1.725 -0.777
H 1.591 -3.060 -1.360
H 2.483 -3.469 0.130
H 1.291 -1.707 1.418
H 0.232 -2.814 0.682
*
```

Atom charges from the Löwdin analysis, given in e for atoms 1 to 5:
1. C -0.23
2. C -0.56
3. C -0.45
4. C -0.52
5. C -0.10

=====

# 3
DFT (the ωB97M-V functional and the def2-TZVPD basis) results for a structure of composition C46H38Cl2N2O4P2STaTe at a distorted geometry.

For the largest force on an atom, the calculation gives 1.8 eV/A. As for the LUMO energy (alpha / beta): -4.15 / -4.14 eV. The value obtained for the electronic energy is -4512.29972 hartree.

Geometry as ORCA input:
```
! RIJCOSX wB97M-V def2-TZVPD def2/J DEFGRID3
* xyz 1 1
Ta 0.429 -1.059 1.905
Te -0.083 3.563 -1.025
C -0.628 3.483 -3.053
C -1.966 3.432 -3.421
C -2.271 3.263 -4.765
N -1.354 3.140 -5.722
C -0.076 3.204 -5.354
C 0.342 3.376 -4.041
C -0.005 1.456 -0.940
P 1.500 0.540 -0.945
C 1.300 -0.729 -2.243
C 1.551 -2.066 -1.970
C 1.428 -3.024 -2.971
C 1.067 -2.643 -4.252
C 0.828 -1.302 -4.538
C 0.939 -0.352 -3.538
C 2.894 1.534 -1.565
C 3.608 1.217 -2.717
C 4.669 2.016 -3.125
C 5.044 3.122 -2.379
C 4.374 3.414 -1.197
C 3.321 2.615 -0.791
P -1.254 0.499 -0.104
C -2.764 1.506 0.058
C -2.749 2.601 0.925
C -3.847 3.438 1.034
C -4.991 3.180 0.289
C -5.037 2.065 -0.535
C -3.935 1.227 -0.644
C -1.742 -0.857 -1.212
C -1.891 -2.148 -0.715
C -2.383 -3.166 -1.521
C -2.729 -2.896 -2.835
C -2.570 -1.612 -3.346
C -2.081 -0.600 -2.541
H -2.756 3.510 -2.685
H -3.306 3.219 -5.086
H 0.655 3.106 -6.148
H 1.398 3.417 -3.802
H 1.849 -2.368 -0.974
H 1.623 -4.064 -2.745
H 0.968 -3.388 -5.031
H 0.548 -1.000 -5.539
H 0.740 0.690 -3.761
H 3.351 0.348 -3.305
H 5.205 1.765 -4.030
H 5.868 3.743 -2.703
H 4.676 4.258 -0.592
H 2.835 2.827 0.155
H -1.876 2.795 1.533
H -3.808 4.293 1.695
H -5.846 3.838 0.361
H -5.932 1.842 -1.100
H -4.001 0.354 -1.279
H -1.625 -2.379 0.310
H -2.496 -4.164 -1.119
H -3.116 -3.685 -3.466
H -2.828 -1.402 -4.376
H -1.950 0.399 -2.946
Cl -6.853 -2.084 4.294
C -5.216 -1.867 3.784
C -4.482 -2.956 3.354
C -3.168 -2.790 2.926
Cl -2.294 -4.169 2.379
C -2.591 -1.537 2.938
O -1.339 -1.335 2.471
C -3.314 -0.450 3.430
C -2.724 0.879 3.706
O -1.544 1.143 3.700
C -4.634 -0.610 3.826
H -4.923 -3.943 3.346
H -3.464 1.650 3.980
H -5.198 0.241 4.186
N 1.188 0.921 3.594
C 2.454 1.651 3.328
C 3.661 0.714 3.119
C 3.447 -0.043 1.848
O 4.068 0.006 0.833
O 2.280 -0.727 1.973
H 0.403 1.564 3.565
H 1.225 0.543 4.536
H 2.689 2.325 4.153
H 2.303 2.264 2.437
H 3.725 0.015 3.957
H 4.587 1.283 3.049
S 1.027 -3.340 1.440
C 2.380 -3.403 2.613
C 3.695 -3.309 2.166
C 4.739 -3.410 3.070
C 4.478 -3.602 4.424
C 3.168 -3.691 4.867
C 2.115 -3.593 3.964
H 3.894 -3.157 1.113
H 5.760 -3.350 2.717
H 5.295 -3.692 5.126
H 2.959 -3.855 5.916
H 1.089 -3.678 4.301
*
```

Atom charges from the Löwdin analysis, given in e for atoms 1 to 5:
1. Ta 1.54
2. Te 1.31
3. C -0.55
4. C -0.13
5. C -0.14

=====

# 4
DFT (the ωB97M-V functional and the def2-TZVPD basis) results for the molecule H3OPSi at a distorted geometry.

For the largest force on an atom, the calculation gives 2.9 eV/A. As for the LUMO energy: -1.12 eV. The value obtained for the electronic energy is -707.80862 hartree. The SMILES is O=P[SiH3]. The relative energy (zero: lowest compared OMol25 entry of this formula, charge and spin) is 1.1873 eV.

Geometry as ORCA input:
```
! RIJCOSX wB97M-V def2-TZVPD def2/J DEFGRID3
* xyz 0 1
O -1.489 0.677 -1.939
P -0.792 1.530 -0.978
Si 0.458 -0.304 0.564
H 0.851 -1.136 -0.517
H 1.550 0.349 1.344
H -0.577 -1.116 1.527
*
```

Atom charges from the Löwdin analysis, given in e for atoms 1 to 5:
1. O -0.64
2. P 0.64
3. Si 0.44
4. H -0.18
5. H -0.16